No. 1
127
Properties=species:S:1:pos:R:3:forces:R:3 method="wB97M-V/def2-TZVPD" homo_energy_ev=-9.04 orbital_gap_ha=0.3548 energy_ha=-3471.7876 lumo_ev=0.6
B -0.829916 -5.355859 1.590203 0.2 -0.2 0.7
O -1.904464 -5.599120 0.773890 0.2 0.7 0.0
B -2.084815 -4.543383 -0.118482 0.0 -0.5 -0.7
C -3.484995 -4.109952 -0.666847 -0.1 -0.5 0.5
C -3.874862 -2.872959 0.131349 0.1 -0.2 -0.6
C -3.271417 -1.652248 -0.164579 0.1 0.4 0.0
C -3.568978 -0.502907 0.556152 -0.3 -0.5 0.3
C -4.487095 -0.605719 1.598563 0.1 0.4 0.0
C -5.113128 -1.807734 1.879202 -0.1 -0.1 0.1
C -4.815685 -2.951882 1.148737 0.1 0.3 0.2
O -0.928382 -3.838343 -0.455000 -0.6 0.4 0.6
B -0.349876 -3.323497 0.699976 0.5 0.5 -0.4
C 0.424122 -1.954550 0.588449 -0.3 -0.9 0.2
C -0.009047 -0.868641 1.334827 0.1 0.5 0.1
C 0.629997 0.360849 1.200048 0.0 -0.6 -0.2
C 1.693097 0.407983 0.310213 -0.4 0.1 0.2
C 2.066789 -0.746591 -0.357626 0.5 -0.2 -0.5
N 1.470512 -1.936221 -0.260430 -0.3 0.8 0.4
O -0.457817 -4.036933 1.883913 -0.1 -0.5 -0.9
H -0.153228 -6.234559 2.019142 -0.2 -0.1 0.2
H -4.196914 -4.904153 -0.431878 -0.1 0.0 -0.2
H -3.480047 -3.938154 -1.743242 0.0 0.2 0.0
H -2.553568 -1.592859 -0.975645 0.0 -0.1 0.0
H -3.108141 0.447272 0.323120 0.1 0.0 0.0
H -4.728187 0.263263 2.198819 0.0 0.0 -0.1
H -5.840571 -1.838777 2.681035 0.0 -0.1 0.0
H -5.295172 -3.893416 1.384210 0.0 0.0 -0.1
H -0.858687 -0.978813 1.998258 0.0 0.0 0.0
H 0.293738 1.215305 1.771263 0.1 0.1 -0.1
H 2.222632 1.323993 0.131588 0.1 0.0 -0.1
H 2.920923 -0.696750 -1.029108 -0.1 -0.1 0.0
F -2.480701 -3.532476 -8.041821 0.0 0.0 0.0
C -1.992938 -3.549265 -6.783483 0.1 0.0 0.2
C -1.225719 -4.622480 -6.378526 0.0 -0.1 -0.1
C -0.722362 -4.634508 -5.085813 -0.1 0.1 0.0
C -0.998128 -3.585794 -4.219016 0.0 0.0 0.1
C -1.775740 -2.518301 -4.648195 0.0 -0.1 0.0
C -2.276774 -2.492347 -5.942124 -0.1 0.1 0.0
H -1.028674 -5.432829 -7.067751 0.0 0.0 0.0
H -0.113230 -5.465021 -4.755863 0.0 0.0 0.0
H -0.606623 -3.599430 -3.209288 0.0 0.0 0.0
H -1.993883 -1.701155 -3.972816 0.0 0.0 0.0
H -2.878462 -1.667278 -6.299375 0.0 0.0 0.0
F -2.051023 2.641097 1.267886 0.0 0.0 0.0
C -3.092512 3.503557 1.252961 -0.1 0.1 -0.1
C -3.161830 4.465957 0.265448 0.1 0.0 -0.1
C -4.241372 5.337637 0.267852 -0.1 0.0 0.1
C -5.222131 5.241451 1.247698 0.0 -0.2 0.0
C -5.130694 4.264370 2.229172 0.1 0.1 -0.2
C -4.056317 3.386568 2.227751 -0.1 -0.2 0.3
H -2.385684 4.526929 -0.485723 0.0 0.0 0.0
H -4.320202 6.095648 -0.500207 0.0 0.0 0.0
H -6.055347 5.922932 1.238657 0.0 0.0 -0.1
H -5.892450 4.182132 2.993238 0.0 0.0 0.0
H -3.957771 2.609528 2.975314 0.0 0.0 0.0
F 2.928849 -1.313483 5.399053 0.0 0.0 0.0
C 3.070253 -2.602743 5.029224 0.0 -0.2 -0.1
C 3.894855 -3.423509 5.773060 0.1 0.0 0.1
C 4.035105 -4.750387 5.392103 -0.1 0.0 -0.1
C 3.361301 -5.232720 4.277883 0.0 0.0 0.0
C 2.540546 -4.386436 3.544570 0.1 0.0 0.1
C 2.386715 -3.060230 3.920989 -0.1 0.1 -0.1
H 4.415133 -3.024734 6.633702 0.0 0.0 0.0
H 4.672512 -5.408482 5.967674 0.0 0.0 0.0
H 3.475765 -6.267252 3.982185 0.0 0.0 0.0
H 2.016321 -4.755420 2.674185 0.0 0.0 0.0
H 1.745647 -2.387881 3.364891 0.0 0.0 0.0
F 3.306887 2.725427 1.237628 0.1 0.2 0.1
C 4.623920 2.672446 1.544990 0.2 0.0 0.0
C 5.076740 3.351060 2.657169 -0.1 0.1 0.1
C 6.427069 3.287760 2.970369 0.0 -0.1 -0.1
C 7.300218 2.560734 2.171083 -0.1 0.0 0.1
C 6.817270 1.889917 1.055272 0.0 0.1 0.1
C 5.467575 1.939069 0.736435 0.0 -0.1 -0.1
H 4.380881 3.916103 3.262864 0.0 0.0 0.0
H 6.798676 3.808850 3.842658 0.0 0.0 0.0
H 8.350164 2.515223 2.413685 -0.2 0.0 0.0
H 7.494589 1.325046 0.427974 0.0 0.0 0.0
H 5.071225 1.416921 -0.124501 0.0 0.0 0.0
F 10.327803 2.795980 2.114815 0.3 0.0 0.0
C 11.219659 1.779877 2.082445 0.1 -0.1 0.0
C 12.458511 1.998019 1.516087 0.0 0.1 -0.1
C 13.370070 0.952601 1.487824 -0.1 -0.1 0.0
C 13.029922 -0.286454 2.013951 0.0 0.0 0.0
C 11.775241 -0.481367 2.574852 0.1 0.1 0.0
C 10.858521 0.559344 2.616118 -0.1 0.0 0.1
H 12.699225 2.969668 1.106137 0.0 0.0 0.0
H 14.348466 1.107045 1.053203 0.0 0.0 0.0
H 13.742982 -1.099428 1.986510 0.0 0.0 0.0
H 11.506828 -1.446832 2.982065 0.0 0.0 0.0
H 9.877731 0.430559 3.055006 0.0 0.0 0.0
F -6.191211 8.135422 1.244027 -0.1 0.1 0.0
C -6.161696 8.474430 2.550677 0.0 0.0 0.3
C -5.619075 9.691767 2.908441 0.1 0.1 -0.1
C -5.592202 10.045366 4.249485 0.0 -0.1 0.0
C -6.096962 9.181168 5.210845 0.0 0.0 0.0
C -6.634369 7.959698 4.829549 0.0 0.1 0.0
C -6.672755 7.598689 3.490727 0.0 -0.1 -0.1
H -5.225133 10.348434 2.144256 0.0 0.0 0.0
H -5.175486 10.999383 4.543116 0.0 0.0 0.0
H -6.071315 9.459607 6.255801 0.0 0.0 0.0
H -7.025287 7.282409 5.577009 0.0 0.0 0.0
H -7.094412 6.652448 3.180477 0.0 0.0 0.0
F 2.174282 -5.409485 -6.372007 0.0 0.0 0.0
C 2.325129 -6.687270 -6.768593 0.0 -0.2 -0.1
C 3.163423 -7.516887 -6.050799 0.1 0.0 0.1
C 3.309740 -8.833987 -6.461519 -0.1 0.0 -0.1
C 2.628779 -9.298632 -7.578775 0.0 0.0 0.0
C 1.794393 -8.444563 -8.286765 0.1 0.0 0.1
C 1.634350 -7.127590 -7.880259 -0.1 0.1 -0.1
H 3.689013 -7.132083 -5.187117 0.0 0.0 0.0
H 3.957906 -9.498962 -5.906627 0.0 0.0 0.0
H 2.748853 -10.325578 -7.896921 0.0 0.0 0.0
H 1.265923 -8.803092 -9.159946 0.0 0.0 0.0
H 0.985190 -6.446325 -8.414297 0.0 0.0 0.0
F -7.298898 2.691626 -0.574028 0.0 0.0 0.0
C -7.385016 3.554259 -1.604036 0.0 0.1 -0.1
C -7.921072 4.807011 -1.384327 -0.1 0.1 0.2
C -8.005407 5.698533 -2.443310 0.1 -0.1 -0.1
C -7.563256 5.323611 -3.705278 0.0 0.0 0.0
C -7.030864 4.056653 -3.904912 0.0 0.1 0.1
C -6.934191 3.161831 -2.848270 0.1 -0.1 0.0
H -8.264900 5.076423 -0.394424 0.0 0.0 0.0
H -8.415731 6.686451 -2.282124 0.0 0.0 0.0
H -7.632717 6.018522 -4.531537 0.0 0.0 0.0
H -6.688657 3.761813 -4.887934 0.0 0.0 0.0
H -6.515794 2.173039 -2.980856 0.0 0.0 0.0



No. 2
23
Properties=species:S:1:pos:R:3:forces:R:3 method="wB97M-V/def2-TZVPD" homo_energy_ev=-9.08 e_above_lowest_kj_mol=47.9 orbital_gap_ha=0.3690 energy_ha=-475.9485 lumo_ev=1.0
C -2.194648 0.126445 1.310595 0.0 -0.2 0.0
N -1.584272 0.443318 0.038730 0.0 0.1 0.1
C -0.918645 1.721866 -0.057145 0.1 0.1 -0.2
C -1.278325 -0.512862 -0.882028 -0.2 0.0 0.2
N -1.777222 -1.762135 -0.652934 -0.1 -0.3 0.1
O -0.594516 -0.285135 -1.869433 0.3 0.0 -0.5
H -2.307072 1.049171 1.875150 0.0 0.0 0.0
H -1.569461 -0.561374 1.888054 -0.1 0.1 0.0
H -3.189072 -0.304425 1.171294 0.0 0.0 0.1
H -0.468390 1.793014 -1.045138 0.0 0.1 0.1
H -1.643215 2.528347 0.068834 0.0 0.0 0.0
H -0.139444 1.814396 0.705463 0.0 0.0 0.0
H -2.459161 -1.952453 0.055593 0.0 0.0 0.0
H -1.675020 -2.423811 -1.401686 0.0 0.1 0.0
C 3.119460 0.525990 -0.327879 0.0 -0.1 0.0
C 2.173431 -0.668240 -0.466725 0.5 0.2 -0.8
C 1.425930 -0.883401 0.740491 -0.2 -0.2 0.3
N 0.832152 -1.039845 1.706771 -0.2 0.0 0.4
H 2.558153 1.435510 -0.124576 0.0 0.1 0.0
H 3.826893 0.366980 0.484214 0.0 0.0 0.0
H 3.674726 0.662730 -1.252654 0.0 0.0 0.0
H 1.452293 -0.494960 -1.273635 0.1 -0.1 0.1
H 2.735423 -1.579124 -0.691355 -0.1 0.1 0.0



No. 3
47
Properties=species:S:1:pos:R:3:forces:R:3 method="wB97M-V/def2-TZVPD" homo_energy_ev=-8.78 e_above_lowest_kj_mol=57.3 orbital_gap_ha=0.2795 energy_ha=-4262.8686 lumo_ev=-1.2
Zn 0.299229 -0.637281 -2.441357 -0.3 0.2 0.3
O -0.765917 -0.133758 0.798473 -0.1 0.2 0.1
C 0.230816 -0.733124 0.482815 0.0 -0.2 -0.3
O 0.357572 -1.442570 -0.632407 0.0 0.4 0.0
C 1.456976 -0.770788 1.345228 -0.1 0.0 0.0
C 1.430252 -1.589087 2.469624 0.0 0.0 0.0
C 2.541994 -1.700340 3.287656 0.0 0.0 0.0
C 3.693334 -0.991331 2.976566 0.0 0.0 0.0
C 3.714352 -0.170988 1.861036 0.0 0.0 0.1
C 2.595855 -0.032148 1.034531 0.0 0.0 0.0
P 2.913206 1.232086 -0.266193 0.0 -0.1 0.0
C 1.489620 1.454533 -1.454006 -0.1 0.0 0.3
C 0.274167 2.066903 -1.116327 0.0 0.1 0.0
C -0.555605 2.584963 -2.097390 0.0 0.0 0.0
C -0.203682 2.487809 -3.438545 0.0 0.0 0.0
C 0.957633 1.824264 -3.802045 0.0 0.0 0.0
C 1.808315 1.318385 -2.815927 -0.1 -0.1 -0.1
C 2.628826 2.742600 0.736181 0.0 0.1 0.0
C 1.786229 2.795790 1.845238 0.0 0.0 0.0
C 1.587127 3.992701 2.516646 0.0 0.0 0.0
C 2.230153 5.149086 2.091384 0.0 0.0 0.0
C 3.078312 5.104172 0.994998 0.0 -0.1 0.0
C 3.278163 3.904181 0.324161 0.0 0.1 0.0
H 0.525522 -2.139368 2.695704 0.0 0.0 0.0
H 2.512593 -2.339732 4.160016 0.0 0.0 0.0
H 4.575205 -1.078158 3.597354 0.0 0.0 0.0
H 4.618761 0.379711 1.624560 0.0 0.0 0.0
H -0.007790 2.167199 -0.077851 0.0 0.0 0.0
H -1.484068 3.059907 -1.811314 0.0 0.0 0.0
H -0.841514 2.919453 -4.198865 0.0 0.0 0.0
H 1.228660 1.720019 -4.844262 0.0 0.0 0.0
H 2.759230 0.877728 -3.094082 0.0 0.0 0.0
H 1.283930 1.898885 2.189364 0.0 0.0 0.0
H 0.926346 4.022540 3.373377 0.0 0.0 0.0
H 2.075908 6.081102 2.619404 0.0 0.0 0.0
H 3.590036 5.999016 0.665523 0.0 0.0 0.0
H 3.948037 3.866927 -0.527603 0.0 0.0 0.0
I 2.448680 -2.215629 -1.750530 0.7 -0.4 -0.2
I 4.503665 -2.761011 -3.431351 -0.2 0.1 0.1
C -2.608008 0.059353 -5.017888 0.0 0.2 -0.2
S -1.839854 -0.997406 -3.850914 0.0 0.0 0.3
O -2.587994 -2.213584 -3.791636 0.0 0.1 0.0
O -1.747458 -0.214169 -2.578526 0.1 -0.3 -0.5
O -0.405165 -1.165476 -4.285850 -0.1 0.0 0.2
H -3.562175 0.361578 -4.592143 0.0 0.0 0.0
H -2.759780 -0.497940 -5.938631 0.0 0.0 0.0
H -1.970526 0.924601 -5.179820 0.0 0.0 0.0